C28H26N2O2PS4SbTi | wB97M-V/def2-TZVPD

## Properties
- total charge = -1
- 2S+1 = 4
- E_HOMO (spin up / spin down) (eV) = -3.462 / -4.706
- Kohn-Sham gap (spin up / spin down) (eV) = 5.507 / 6.182
- expectation value of S² = 3.768
- ΔE to the lowest compared entry with this formula, charge and spin (kcal per mole) = 0.76

```
65
Properties=species:S:1:pos:R:3:lowdin_charge:R:1
Ti -0.4754 0.9596 -1.2167 0.26
C -3.2374 3.2669 0.7701 -0.04
C -2.6094 3.3473 -0.5937 -0.29
C -2.6858 2.2449 -1.4640 -0.13
C -2.0854 2.2778 -2.7228 -0.19
C -1.4340 3.4535 -3.1338 -0.13
C -1.3502 4.5264 -2.2808 -0.08
C -1.9269 4.4695 -1.0052 -0.04
H -3.4095 2.2313 1.0670 0.07
H -4.2008 3.7826 0.8006 0.08
H -2.5885 3.7219 1.5195 0.08
H -3.3504 1.4271 -1.2080 0.10
H -2.2894 1.4943 -3.4458 0.09
H -0.9679 3.5001 -4.1100 0.10
H -0.8068 5.4111 -2.5870 0.11
H -1.8135 5.3035 -0.3230 0.12
O 1.6672 3.3423 1.4077 0.05
C 1.1836 2.3220 0.9656 -0.69
O 0.0930 2.2694 0.2358 -0.25
C 1.7708 0.9544 1.3362 -0.24
P 1.4514 -0.2937 0.0282 1.02
C 3.0739 -0.6581 -0.7330 -0.36
C 3.1212 -1.6591 -1.6999 -0.11
C 4.3067 -1.9534 -2.3532 -0.09
C 5.4663 -1.2523 -2.0524 -0.09
C 5.4237 -0.2443 -1.0988 -0.09
C 4.2347 0.0511 -0.4454 -0.09
C 1.1037 -1.8441 0.9531 -0.33
C 0.4006 -2.8315 0.2627 -0.12
C 0.0560 -4.0248 0.8828 -0.09
C 0.3964 -4.2422 2.2108 -0.10
C 1.0924 -3.2635 2.9093 -0.09
C 1.4467 -2.0776 2.2813 -0.08
H 1.1751 0.6239 2.1931 0.06
H 2.7978 1.0475 1.6839 0.08
H 2.2152 -2.1844 -1.9818 0.08
H 4.3101 -2.7105 -3.1260 0.10
H 6.3884 -1.4730 -2.5735 0.10
H 6.3127 0.3301 -0.8703 0.10
H 4.2212 0.8687 0.2632 0.09
H 0.1153 -2.6543 -0.7699 0.05
H -0.4902 -4.7758 0.3260 0.10
H 0.1198 -5.1685 2.6984 0.10
H 1.3613 -3.4241 3.9458 0.10
H 1.9915 -1.3239 2.8386 0.10
S 2.4435 -0.5170 -5.5626 -0.29
Sb 0.8473 0.4872 -4.2983 0.15
S -0.3935 -1.0393 -2.9763 -0.05
S 1.5581 1.8695 -2.5894 -0.03
N -3.1746 -1.3336 -1.7863 0.07
C -2.7838 -1.2951 -0.4878 -0.71
N -2.0084 -0.3775 0.0243 0.04
C -1.9375 -0.5619 1.4276 -0.30
C -1.3789 0.3519 2.3094 -0.03
C -1.3815 0.0516 3.6605 -0.07
C -1.9458 -1.1361 4.1355 -0.10
C -2.5594 -2.0190 3.2658 -0.09
C -2.5641 -1.7046 1.9116 -0.48
S -3.3478 -2.5296 0.6015 1.09
H -2.4583 -0.9854 -2.4384 -0.07
H -3.6230 -2.1809 -2.0951 0.09
H -0.9715 1.2795 1.9289 0.10
H -0.9440 0.7527 4.3597 0.11
H -1.9220 -1.3586 5.1939 0.10
H -3.0302 -2.9220 3.6305 0.11
```

C28H26N2OPtSSi | wB97M-V/def2-TZVPD

## Properties
- 2S+1 = 1
- E_HOMO (eV) = -7.317
- Kohn-Sham gap (eV) = 7.040
- ΔE to the lowest compared entry with this formula, charge and spin (kcal per mole) = 10.91

```
60
Properties=species:S:1:pos:R:3:lowdin_charge:R:1
Pt -0.3397 -0.8221 0.0565 1.12
S 1.3705 -2.5261 -3.7223 1.13
C 2.4950 -2.9238 -2.4512 -0.45
C 3.7017 -3.6093 -2.5327 -0.08
C 4.4268 -3.7847 -1.3701 -0.08
C 3.9609 -3.2863 -0.1474 -0.07
C 2.7622 -2.6091 -0.0649 -0.01
C 2.0235 -2.4309 -1.2319 -0.29
N 0.8107 -1.7756 -1.3368 -0.10
C 0.3638 -1.7442 -2.5656 -0.53
C -0.8873 -1.0394 -2.7691 -0.25
C -1.5479 -0.8613 -3.9810 -0.05
C -2.7234 -0.1356 -4.0022 -0.09
C -3.2217 0.4070 -2.8193 -0.08
C -2.5643 0.2304 -1.6102 -0.09
C -1.3816 -0.5043 -1.5631 -0.25
H 4.0631 -3.9903 -3.4783 0.11
H 5.3700 -4.3129 -1.4055 0.10
H 4.5520 -3.4345 0.7462 0.11
H 2.3929 -2.2152 0.8733 0.11
H -1.1443 -1.2839 -4.8942 0.11
H -3.2521 0.0134 -4.9339 0.10
H -4.1412 0.9790 -2.8419 0.10
H -2.9648 0.6654 -0.7037 0.09
C -2.0320 -2.9064 1.8939 -0.21
Si -2.0962 -1.1761 2.6171 0.36
C -3.9205 -0.7155 2.5664 -0.17
C -1.4537 -1.3211 4.3734 -0.17
N -1.0915 -0.0699 1.7215 -0.26
C -0.8255 1.2434 2.1480 -0.28
C -1.6027 1.8568 3.1375 -0.05
C -1.3446 3.1340 3.6140 -0.10
C -0.2881 3.8607 3.0981 -0.10
C 0.5068 3.2915 2.1133 -0.02
C 0.2535 2.0105 1.6544 -0.21
O 1.0216 1.4314 0.6710 -0.06
C 2.2551 1.9371 0.3339 -0.29
C 2.4558 2.3137 -0.9838 0.00
C 3.7161 2.7346 -1.3844 -0.08
C 4.7609 2.7843 -0.4728 -0.10
C 4.5443 2.4026 0.8452 -0.08
C 3.2919 1.9722 1.2552 -0.01
H -2.6300 -3.5669 2.5303 0.03
H -1.0169 -3.3068 1.8574 0.02
H -2.4472 -2.9440 0.8858 0.02
H -4.5224 -1.4965 3.0374 0.03
H -4.2310 -0.6543 1.5189 0.03
H -4.1790 0.2318 3.0389 0.02
H -2.0457 -2.0559 4.9254 0.03
H -1.4634 -0.3890 4.9379 0.02
H -0.4230 -1.6826 4.3412 0.03
H -2.4413 1.3150 3.5479 0.07
H -1.9804 3.5545 4.3822 0.10
H -0.0784 4.8630 3.4470 0.10
H 1.3353 3.8467 1.6943 0.12
H 1.6237 2.2622 -1.6741 0.12
H 3.8791 3.0272 -2.4136 0.10
H 5.7414 3.1162 -0.7872 0.10
H 5.3576 2.4334 1.5588 0.10
H 3.1092 1.6671 2.2777 0.13
```

C28H26N6O4 | wB97M-V/def2-TZVPD

## Properties
- 2S+1 = 1
- E_HOMO (eV) = -5.781
- Kohn-Sham gap (eV) = 3.320
- ΔE to the lowest compared entry with this formula, charge and spin (kcal per mole) = 62.89

```
64
Properties=species:S:1:pos:R:3:lowdin_charge:R:1
N -3.6681 1.5384 0.1916 0.19
C -2.6004 2.0104 0.2764 -0.17
C -1.2817 2.5687 0.4200 -0.16
C -0.1539 1.7422 0.4030 0.02
C 1.1104 2.3027 0.5950 -0.10
N 2.1529 1.6350 1.2452 -0.15
O 2.2827 0.4701 1.5984 0.08
O 3.0475 2.6141 1.6899 0.04
N 2.5417 3.8882 1.4803 0.16
C 1.3479 3.6739 0.8463 -0.12
C 0.1599 4.5326 0.8672 -0.06
N 0.2286 5.9200 1.2238 -0.33
O 1.3179 6.5274 1.1979 0.07
O -0.8570 6.4744 1.5344 0.03
C -1.1307 3.9653 0.6852 0.10
H -0.2422 0.6421 0.7531 0.03
H -2.0385 4.5732 0.8016 0.14
C -5.3155 -3.4421 2.8591 -0.06
C -4.2368 -2.8052 2.0275 -0.28
C -3.2699 -2.0144 2.6279 -0.02
C -2.2828 -1.2947 1.8774 -0.24
C -1.3426 -0.6130 2.6429 0.03
C -2.3624 -1.4283 0.4234 -0.13
N -1.5197 -0.6589 -0.3842 0.04
C -0.1905 -0.2913 -0.0259 -0.12
N 0.5223 -0.1303 -1.2521 0.01
C 1.9306 -0.2496 -1.3996 -0.14
C 2.6252 -1.3188 -0.8100 -0.20
C 1.9622 -2.4289 -0.0457 -0.03
C 4.0166 -1.3311 -0.9291 0.00
C 4.7191 -0.3302 -1.6009 -0.25
C 6.2204 -0.3617 -1.6470 -0.05
C 3.9960 0.6947 -2.2088 0.01
C 2.6041 0.7434 -2.1268 -0.20
C 1.8602 1.8818 -2.7399 -0.03
C -0.4143 -0.1540 -2.2525 -0.02
C -1.6374 -0.3762 -1.7284 -0.05
C -3.2211 -2.3792 -0.1571 -0.21
C -3.1590 -2.8367 -1.5853 -0.06
C -4.1830 -2.9936 0.6425 -0.03
H -5.8645 -4.1860 2.2742 0.07
H -4.8913 -3.9363 3.7422 0.08
H -6.0411 -2.6990 3.2205 0.09
H -3.2553 -1.9052 3.7141 0.12
H 0.2762 -1.0080 0.6546 0.14
H -0.8074 0.2744 2.3102 0.03
H -1.3022 -0.8625 3.7028 0.05
H 2.5949 -3.3350 -0.1371 0.09
H 1.9342 -2.1870 1.0401 0.10
H 0.9561 -2.6966 -0.4228 0.09
H 4.5691 -2.1464 -0.4632 0.13
H 6.6092 0.5781 -2.0492 0.08
H 6.6534 -0.5093 -0.6491 0.09
H 6.5939 -1.1777 -2.2799 0.09
H 4.5338 1.4837 -2.7361 0.12
H 2.5812 2.6173 -3.1144 0.09
H 1.2314 1.5682 -3.5825 0.08
H 1.2267 2.3775 -1.9933 0.07
H -0.1486 -0.1552 -3.2950 0.13
H -2.5684 -0.4390 -2.2562 0.12
H -3.6922 -3.7968 -1.6479 0.08
H -3.6876 -2.1461 -2.2576 0.08
H -2.1396 -3.0127 -1.9592 0.09
H -4.9009 -3.6605 0.1679 0.11
```

C28H27AsN4S2Y | wB97M-V/def2-TZVPD

## Properties
- total charge = +1
- 2S+1 = 1
- E_HOMO (eV) = -10.410
- Kohn-Sham gap (eV) = 7.012

```
63
Properties=species:S:1:pos:R:3:lowdin_charge:R:1
Y 0.3558 0.2147 0.0145 1.05
C 4.5170 -2.5704 3.0547 -0.09
C 3.3908 -3.5347 2.7121 -0.27
N 2.0703 -2.9922 3.0030 -0.01
C 1.3470 -2.1800 2.2210 -0.77
S 1.9879 -1.7868 0.6414 0.59
N 0.2016 -1.7893 2.7439 -0.02
N -0.5425 -0.9573 1.9677 -0.08
C -1.7481 -0.7215 2.3733 -0.26
C -2.3590 -1.3547 3.5814 -0.02
C -2.5536 0.2311 1.5761 -0.21
C -3.8599 0.5382 1.9322 0.01
C -4.5820 1.4406 1.1677 -0.02
C -3.9839 2.0162 0.0615 -0.03
C -2.6810 1.6606 -0.2379 -0.14
N -1.9744 0.7961 0.4973 -0.01
H 5.4823 -3.0296 2.8403 0.08
H 4.4931 -2.3036 4.1119 0.08
H 4.4336 -1.6591 2.4615 0.05
H 3.4870 -4.4521 3.2919 0.12
H 3.4273 -3.8126 1.6601 0.08
H 1.6487 -3.1997 3.8953 0.14
H -1.6724 -2.0756 4.0075 0.07
H -3.2905 -1.8571 3.3158 0.09
H -2.5934 -0.6003 4.3360 0.10
H -4.3077 0.0746 2.7973 0.11
H -5.6016 1.6848 1.4346 0.12
H -4.5077 2.7205 -0.5682 0.12
H -2.1783 2.0611 -1.1089 0.06
S -0.3653 0.6829 -2.5027 0.54
C 0.7404 1.6517 -3.5002 -0.69
C 0.2172 2.2270 -4.6609 -0.12
C 1.0155 2.9940 -5.4907 -0.07
C 2.3541 3.2096 -5.1857 -0.08
C 2.8894 2.6490 -4.0397 -0.09
C 2.0899 1.8830 -3.1937 -0.43
As 2.7976 0.9629 -1.6667 1.30
C 2.1432 2.0895 -0.1872 -0.48
C 1.0368 2.9348 -0.3310 -0.15
C 0.2954 3.3176 0.7875 -0.07
C 0.6145 2.8224 2.0451 -0.07
C 1.7331 2.0112 2.2082 -0.07
C 2.5031 1.6631 1.1046 -0.18
C 4.6769 1.3947 -1.5956 -0.41
C 5.1308 2.6754 -1.2880 -0.11
C 6.4924 2.9327 -1.2518 -0.07
C 7.3995 1.9160 -1.5228 -0.07
C 6.9491 0.6407 -1.8281 -0.07
C 5.5865 0.3762 -1.8618 -0.11
H -0.8219 2.0542 -4.9081 0.10
H 0.5901 3.4225 -6.3889 0.11
H 2.9756 3.8057 -5.8400 0.11
H 3.9342 2.8007 -3.7990 0.10
H 0.7490 3.2664 -1.3226 0.11
H -0.5581 3.9722 0.6675 0.12
H 0.0024 3.0807 2.8991 0.12
H 1.9974 1.6369 3.1887 0.13
H 3.3518 1.0015 1.2305 0.10
H 4.4245 3.4705 -1.0809 0.11
H 6.8469 3.9271 -1.0142 0.11
H 8.4616 2.1208 -1.4945 0.11
H 7.6565 -0.1505 -2.0376 0.11
H 5.2339 -0.6218 -2.0925 0.10
```